17
Properties=species:S:1:pos:R:3 method="wB97M-V/def2-TZVPD" smiles=C#C[C@](C)(O)CC e_tot_ha=-309.777105 de_lowest_kcal_mol=40.95 spin_multiplicity=1
C 2.06 0.30 0.11
C 0.96 -0.53 -0.55
C -0.45 -0.23 -0.03
C -1.54 -0.91 -0.86
O -0.49 -0.78 1.29
C -0.71 1.22 0.19
C -0.98 2.15 0.89
H 3.05 -0.09 -0.16
H 1.96 0.27 1.20
H 2.01 1.35 -0.21
H 1.11 -1.59 -0.32
H 1.00 -0.43 -1.64
H -2.52 -0.60 -0.50
H -1.48 -0.71 -1.93
H -1.43 -1.99 -0.68
H -1.34 -0.49 1.66
H -1.20 2.91 1.61


15
Properties=species:S:1:pos:R:3 method="wB97M-V/def2-TZVPD" e_tot_ha=-742.904601 de_lowest_kcal_mol=118.66 spin_multiplicity=1 charge=+1
C -2.56 1.69 -2.63
C -1.14 1.32 -2.81
C 0.35 0.91 -0.84
C 0.20 -0.94 1.46
C 1.52 0.03 1.41
O -3.14 1.89 -1.58
O -0.28 1.20 -1.85
S 1.34 1.43 0.28
H -3.05 1.61 -3.65
H -0.80 1.26 -3.80
H -0.65 -0.31 1.49
H 0.00 -1.70 0.60
H 0.30 -1.73 2.28
H 2.51 -0.52 1.25
H 1.68 0.48 2.44


9
Properties=species:S:1:pos:R:3 method="wB97M-V/def2-TZVPD" e_tot_ha=-863.047804 de_lowest_kcal_mol=268.08 spin_multiplicity=1
C 0.05 0.06 -0.10
N 1.11 -1.52 1.80
N -0.07 1.28 0.29
N -0.65 -0.49 -1.01
F -1.82 0.02 -1.90
F -0.63 -1.79 -1.38
Cl 0.95 1.88 1.57
H 1.65 -1.55 0.94
H -0.58 2.10 -0.21


47
Properties=species:S:1:pos:R:3 method="wB97M-V/def2-TZVPD" e_tot_ha=-1767.059694 spin_multiplicity=1
C -4.80 0.15 -0.07
C -4.79 1.42 -0.91
H -4.78 -0.76 -0.70
H -5.72 0.09 0.51
H -3.98 0.12 0.70
H -3.92 1.55 -1.55
H -5.68 1.43 -1.56
H -4.89 2.31 -0.27
C 1.04 -3.11 -0.33
C 2.02 -4.08 -0.58
C 3.09 -3.78 -1.46
C 3.14 -2.50 -2.01
H 0.17 -3.36 0.31
H 1.93 -5.04 -0.10
H 3.84 -4.53 -1.70
H 3.89 -2.20 -2.73
N 1.09 -1.88 -0.87
C 2.15 -1.55 -1.63
C 2.21 -0.16 -2.11
N 1.18 0.65 -1.77
C 1.22 1.94 -2.14
C 3.34 1.64 -3.27
C 2.28 2.47 -2.87
H 0.37 2.56 -1.81
H 2.23 3.53 -3.13
C 3.29 0.30 -2.90
H 4.06 -0.42 -3.23
H 4.18 2.04 -3.87
Ba -1.61 -0.17 -0.36
C -1.48 2.74 -0.36
H -1.43 3.25 -1.33
H -0.56 2.89 0.24
H -2.40 2.95 0.21
F -1.36 1.98 2.88
C -1.33 0.69 3.27
F -1.46 0.63 4.61
F -2.46 0.11 2.73
C -0.06 -0.02 2.70
O -0.08 0.02 1.34
C 1.22 0.70 3.15
F 1.30 0.72 4.51
F 2.32 0.09 2.65
F 1.24 1.97 2.69
C -0.02 -1.49 3.18
F 0.02 -1.62 4.52
F -1.10 -2.19 2.73
F 1.06 -2.11 2.66


44
Properties=species:S:1:pos:R:3 method="wB97M-V/def2-TZVPD" e_tot_ha=-7092.245303 de_lowest_kcal_mol=33.99 spin_multiplicity=1 charge=+2
Pt 0.02 0.46 0.01
Br 6.50 -0.48 0.82
C 4.67 -0.39 0.58
C 4.12 -0.56 -0.69
C 2.76 -0.44 -0.83
N 1.96 -0.17 0.22
C 2.48 -0.05 1.47
C 3.84 -0.14 1.67
C 1.50 0.17 2.54
C 1.76 -0.02 3.87
C 0.73 0.15 4.79
Br 1.05 -0.09 6.60
C -0.54 0.48 4.34
C -0.74 0.63 2.98
N 0.26 0.49 2.10
H 4.74 -0.77 -1.55
H 2.28 -0.56 -1.79
H 4.26 -0.01 2.65
H 2.74 -0.31 4.21
H -1.36 0.62 5.02
H -1.71 0.88 2.58
F -2.42 -0.24 0.66
C -1.42 -0.96 0.17
F -1.02 -1.86 1.04
F -1.79 -1.54 -0.93
C 0.04 6.00 -3.21
C -0.87 4.81 -3.09
O -0.44 4.03 -1.92
P -1.20 2.79 -1.40
O -0.69 2.45 0.01
Te -0.51 0.79 -2.58
O -2.72 3.06 -1.41
C -3.74 2.70 -2.41
C -4.39 1.38 -2.08
H -0.26 6.58 -4.09
H 1.08 5.70 -3.33
H -0.05 6.64 -2.34
H -0.79 4.16 -3.97
H -1.90 5.10 -2.95
H -3.29 2.72 -3.40
H -4.46 3.51 -2.35
H -3.67 0.56 -2.12
H -5.17 1.19 -2.81
H -4.83 1.41 -1.09